a:
58
Properties=species:S:1:pos:R:3:nbo_charge:R:1 method="wB97M-V/def2-TZVPD" total_charge=0 smiles="COc1ccc(-n2c(=S)[nH]c3cc(C(=O)NCCCN4CCOCC4)ccc3c2=O)cc1" orbital_gap_ev=7.994
C 10.1864 -0.8419 0.5984 -0.253
O 9.3083 0.1018 1.1647 -0.488
C 8.0169 0.1226 0.7491 0.314
C 7.1988 1.0790 1.3568 -0.241
C 5.8700 1.1828 1.0147 -0.174
C 5.3409 0.3358 0.0502 0.097
N 3.9532 0.4282 -0.2985 -0.473
C 3.5421 1.5123 -1.0245 0.283
S 4.5681 2.6767 -1.5678 -0.170
N 2.2138 1.6004 -1.3131 -0.563
C 1.2831 0.6625 -0.9495 0.204
C -0.0624 0.7985 -1.2814 -0.213
C -0.9711 -0.1794 -0.9127 -0.093
C -2.4102 0.0375 -1.2790 0.657
O -2.9012 1.1480 -1.3043 -0.616
N -3.0819 -1.0896 -1.5947 -0.606
C -4.4988 -1.1092 -1.8701 -0.238
C -5.2534 -1.9921 -0.8754 -0.407
C -5.1273 -1.4414 0.5492 -0.212
N -5.5650 -0.0618 0.5986 -0.460
C -6.9965 0.0912 0.7690 -0.249
C -7.3568 1.5658 0.5807 -0.071
O -6.6686 2.3831 1.4955 -0.523
C -5.2760 2.2130 1.3559 -0.076
C -4.8684 0.7560 1.5723 -0.243
C -0.5451 -1.2906 -0.1796 -0.196
C 0.7837 -1.4235 0.1606 -0.134
C 1.7109 -0.4589 -0.2274 -0.202
C 3.1264 -0.6083 0.1344 0.680
O 3.5738 -1.5409 0.7620 -0.563
C 6.1395 -0.6145 -0.5578 -0.107
C 7.4749 -0.7249 -0.2119 -0.324
H 10.2928 -0.6946 -0.4809 0.177
H 11.1482 -0.6743 1.0805 0.202
H 9.8564 -1.8666 0.7966 0.177
H 7.6335 1.7288 2.0990 0.226
H 5.2408 1.9227 1.4854 0.226
H 1.9290 2.4143 -1.8428 0.435
H -0.4119 1.6640 -1.8235 0.238
H -2.5999 -1.9746 -1.5855 0.395
H -4.8459 -0.0790 -1.7731 0.254
H -4.6705 -1.4628 -2.8925 0.194
H -4.8627 -3.0122 -0.9027 0.199
H -6.3013 -2.0258 -1.1724 0.209
H -4.0755 -1.4726 0.8453 0.195
H -5.6906 -2.0837 1.2470 0.178
H -7.5184 -0.5069 0.0203 0.200
H -7.3207 -0.2377 1.7740 0.167
H -8.4209 1.7311 0.7594 0.192
H -7.1049 1.8640 -0.4482 0.165
H -4.8118 2.8604 2.1014 0.192
H -4.9546 2.5169 0.3498 0.181
H -3.7925 0.6639 1.4127 0.208
H -5.1082 0.4557 2.6088 0.165
H -1.2553 -2.0346 0.1492 0.209
H 1.1399 -2.2678 0.7307 0.242
H 5.7194 -1.2731 -1.3026 0.213
H 8.0776 -1.4738 -0.6999 0.221

b:
58
Properties=species:S:1:pos:R:3:nbo_charge:R:1 method="wB97M-V/def2-TZVPD" total_charge=0 smiles="CCOC(=O)CN(C(=O)CSc1nnc(CNc2ccc(C)cc2C)o1)c1ccccc1" orbital_gap_ev=8.197
C -3.9209 -1.8144 2.2746 -0.634
C -2.5917 -2.5287 2.0904 -0.072
O -1.4948 -1.6310 2.2987 -0.507
C -1.1206 -0.8869 1.2723 0.853
O -1.5095 -1.0131 0.1388 -0.663
C -0.0097 0.0879 1.6716 -0.328
N -0.3001 1.3804 1.0686 -0.466
C -1.5914 1.7663 1.1967 0.686
O -2.3915 1.0513 1.7710 -0.611
C -2.0227 3.0931 0.6130 -0.617
S -3.5891 2.8193 -0.3027 0.321
C -3.2026 1.3676 -1.1650 0.272
N -4.0294 0.4215 -1.4690 -0.287
N -3.3524 -0.4451 -2.2436 -0.288
C -2.1478 0.0003 -2.3726 0.466
C -1.0577 -0.6280 -3.1788 -0.270
N -0.3341 -1.6621 -2.4780 -0.605
C 0.7599 -1.4229 -1.6641 0.261
C 1.5666 -0.2949 -1.7954 -0.294
C 2.6873 -0.1154 -1.0062 -0.200
C 3.0423 -1.0515 -0.0492 -0.080
C 4.2457 -0.8547 0.8241 -0.626
C 2.2587 -2.1964 0.0579 -0.158
C 1.1429 -2.4070 -0.7312 -0.092
C 0.3564 -3.6776 -0.5933 -0.641
O -1.9781 1.1750 -1.7137 -0.440
C 0.7808 2.1450 0.5684 0.236
C 1.8747 2.3792 1.3948 -0.246
C 2.9507 3.1133 0.9304 -0.202
C 2.9459 3.6197 -0.3581 -0.219
C 1.8654 3.3731 -1.1878 -0.198
C 0.7893 2.6314 -0.7339 -0.252
H -4.7367 -2.5170 2.1319 0.213
H -4.0112 -1.0106 1.5488 0.240
H -3.9810 -1.3857 3.2712 0.211
H -2.5242 -2.9458 1.0804 0.193
H -2.4532 -3.3200 2.8304 0.187
H 0.0192 0.1465 2.7640 0.219
H 0.9405 -0.2782 1.2778 0.262
H -1.2845 3.5677 -0.0264 0.243
H -2.3019 3.7672 1.4237 0.262
H -0.3712 0.1453 -3.5243 0.218
H -1.5385 -1.0919 -4.0472 0.236
H -0.9638 -2.3556 -2.1007 0.394
H 1.3337 0.4635 -2.5258 0.202
H 3.2871 0.7742 -1.1354 0.212
H 5.1098 -1.3655 0.3978 0.217
H 4.4872 0.2026 0.9117 0.213
H 4.0749 -1.2624 1.8188 0.211
H 2.5327 -2.9503 0.7840 0.197
H 0.3704 -4.2406 -1.5267 0.220
H -0.6827 -3.4665 -0.3393 0.217
H 0.7779 -4.3009 0.1915 0.221
H 1.8780 1.9889 2.4009 0.222
H 3.7947 3.2921 1.5798 0.219
H 3.7855 4.1946 -0.7183 0.219
H 1.8651 3.7484 -2.2004 0.217
H -0.0302 2.4051 -1.3969 0.237

The data favor a; the next most stable structure lies 0.680 eV above it.

a:
16
Properties=species:S:1:pos:R:3:nbo_charge:R:1 method="wB97M-V/def2-TZVPD" total_charge=0 smiles=CCN.O.O orbital_gap_ev=10.093
C 1.2206 -1.0729 -1.1224 -0.617
C 0.2825 0.0827 -1.2563 -0.242
N -1.1411 -0.1161 -1.4423 -0.891
H 1.6122 -1.5144 -2.0839 0.204
H 2.0955 -0.8515 -0.4591 0.220
H 0.7002 -1.8858 -0.5852 0.208
H 0.4090 0.5583 -0.2690 0.197
H 0.5824 0.8059 -1.9984 0.181
H -1.7224 0.4657 -2.0870 0.384
H -1.4595 -1.0572 -1.6035 0.364
O 1.2201 0.6674 1.9540 -0.927
H 0.7417 1.4469 2.1672 0.476
H 1.8988 0.9844 1.3626 0.457
O -1.5562 0.3708 1.5337 -0.950
H -1.5975 0.1292 0.6060 0.480
H -1.5324 -0.5479 1.7997 0.455

b:
16
Properties=species:S:1:pos:R:3:nbo_charge:R:1 method="wB97M-V/def2-TZVPD" total_charge=0 smiles=CNC.O.O orbital_gap_ev=9.895
C 1.8871 0.6317 1.4964 -0.440
N 0.7649 0.2581 0.4995 -0.634
C -0.6100 0.2329 1.1979 -0.423
H 1.8785 -0.0382 2.4343 0.200
H 1.6590 1.6821 1.8387 0.165
H 2.9012 0.7446 1.0401 0.207
H 0.8193 1.0642 -0.0886 0.347
H -0.8822 -0.5625 1.8413 0.208
H -0.5999 1.1422 1.8478 0.165
H -1.3693 0.5152 0.3459 0.206
O -0.1161 -2.1439 -0.8637 -0.936
H 0.4338 -2.4514 -1.6244 0.461
H 0.5588 -1.9335 -0.2709 0.473
O -2.3839 0.1157 -3.6083 -0.930
H -1.8249 0.7452 -3.1154 0.464
H -3.1164 -0.0023 -2.9706 0.466

The data favor a; the next most stable structure lies 0.802 eV above it.

a:
9
Properties=species:S:1:pos:R:3:nbo_charge:R:1 method="wB97M-V/def2-TZVPD" total_charge=0 smiles="C=CC(F)(F)F" orbital_gap_ev=12.225
C 0.8395 0.1992 -1.1384 -0.361
C 0.5216 0.5079 0.0941 -0.271
C -0.8098 -0.2733 0.7833 0.961
F -1.0773 -0.0484 2.0467 -0.313
F -2.0009 -0.0929 0.0795 -0.348
F -0.5788 -1.5861 0.7704 -0.332
H 1.6673 0.6170 -1.6299 0.205
H 0.3176 -0.4863 -1.8499 0.222
H 1.1209 1.1627 0.8443 0.238

b:
9
Properties=species:S:1:pos:R:3:nbo_charge:R:1 method="wB97M-V/def2-TZVPD" total_charge=0 smiles="CC(F)=C(F)F" orbital_gap_ev=10.686
C 1.0336 -0.6277 -0.0166 -0.666
C 0.1078 0.5372 -0.0441 0.251
F 0.5478 1.8552 0.0284 -0.320
C -1.2060 0.3741 -0.1286 0.645
F -1.8966 -0.7677 0.0263 -0.311
F -2.1591 1.3210 0.0139 -0.307
H 1.5057 -0.7846 0.9973 0.232
H 1.7709 -0.5543 -0.8317 0.237
H 0.2958 -1.3532 -0.0449 0.241

The data favor a; the next most stable structure lies 0.498 eV above it.

a:
11
Properties=species:S:1:pos:R:3:nbo_charge:R:1 method="wB97M-V/def2-TZVPD" total_charge=+1 spin_multiplicity=3 orbital_gap_ev="7.682 / 6.898"
C 0.3521 -0.8185 1.0703 -0.296
C -0.4969 0.1619 -1.7677 -0.086
C 0.7241 0.4261 0.2991 0.195
N -0.3666 0.4058 1.1438 -0.112
O 0.3837 0.6166 -1.0840 -0.403
H -0.1833 -1.6282 0.5195 0.306
H 0.9752 -1.1714 1.9230 0.311
H -0.7249 0.4843 -2.7091 0.198
H -1.2752 -0.4901 -1.4011 0.131
H 1.6655 1.0662 0.3854 0.296
H -1.0536 0.9472 1.6208 0.459

b:
11
Properties=species:S:1:pos:R:3:nbo_charge:R:1 method="wB97M-V/def2-TZVPD" total_charge=+1 spin_multiplicity=3 orbital_gap_ev="6.994 / 11.347"
C 1.0709 -0.8601 0.1068 -0.574
C 0.1702 0.4380 -0.0838 0.218
C 1.5835 -0.1464 1.3251 0.412
N -1.4092 0.4609 -0.3010 -0.749
O 0.6958 0.8393 1.2589 -0.503
H 0.5711 -1.8470 0.3964 0.244
H 1.8141 -1.2567 -0.6569 0.274
H 0.7366 1.1086 -0.8117 0.243
H -1.5616 0.2375 -1.3408 0.466
H -1.9116 1.4058 -0.2090 0.486
H -1.7599 -0.3799 0.3159 0.483

The data favor b; the next most stable structure lies 0.694 eV above it.